# 1
{"formula": "C6H6N3O4", "method": "ωB97M-V/def2-TZVPD", "relative_energy_ev": 1.352, "gap_ev": 6.6, "charge": -1, "homo_energy_ev": -3.10, "e_tot_ha": -697.3710, "species": ["C", "C", "C", "C", "C", "C", "N", "N", "N", "O", "O", "O", "O", "H", "H", "H", "H", "H", "H"], "xyz": [[0.71051, -0.15361, 1.57331], [-0.62194, -0.31083, 1.53432], [-2.81245, 0.08396, -1.41801], [-2.38816, -0.14222, -0.16720], [2.31258, -1.31959, -0.42364], [1.15707, 0.19399, 0.22771], [-0.01306, 0.15831, -0.60815], [-1.10607, -0.07332, 0.26132], [2.03234, 1.23448, 0.00194], [2.07609, -1.41889, -1.57477], [1.90516, 1.87091, -1.06877], [2.88652, -1.72544, 0.52554], [2.95744, 1.45113, 0.80576], [1.37211, -0.24616, 2.40836], [-1.30736, -0.57109, 2.31913], [-3.85753, 0.02365, -1.65931], [-2.12878, 0.30266, -2.21599], [-3.08703, -0.38494, 0.62456], [-0.08743, 1.02699, -1.14612]], "mulliken_charge": [-0.8576, -0.5075, -0.9335, 0.1365, 0.6803, 0.3507, -0.3818, 0.2123, 0.9058, -0.5414, -0.7281, -0.5442, -0.7011, 0.4196, 0.3995, 0.2533, 0.2627, 0.2087, 0.3660]}



# 2
{"formula": "C6H6N4", "method": "ωB97M-V/def2-TZVPD", "relative_energy_ev": 2.620, "gap_ev": 8.6, "homo_energy_ev": -8.13, "e_tot_ha": -451.1766, "species": ["C", "C", "C", "C", "C", "C", "H", "H", "H", "H", "H", "H", "N", "N", "N", "N"], "xyz": [[-0.61791, -0.54953, 1.09964], [1.03189, 0.75523, 2.03819], [1.10625, 0.66748, -0.20413], [0.13718, 0.43874, -2.40911], [-0.73621, -0.37485, -1.57934], [-0.05451, -0.29807, -0.19564], [-1.72023, -1.88217, 2.29475], [-2.22195, -1.48180, 0.33438], [1.18972, 1.22882, 3.01322], [1.73177, 1.73483, -1.93282], [0.42657, 0.25807, -3.42289], [-1.59224, -1.01383, -1.88347], [-1.61607, -1.41025, 1.34690], [0.07778, -0.08788, 2.15869], [1.49127, 1.24024, 0.88593], [1.36670, 0.77497, -1.54430]], "mulliken_charge": [0.6199, -0.0918, 0.3761, -0.5656, -0.4577, 0.2929, 0.2688, 0.2683, 0.3247, 0.3168, 0.3079, 0.2921, -0.4567, -0.6166, -0.6715, -0.2075]}



# 3
{"formula": "C6H6N4O", "method": "ωB97M-V/def2-TZVPD", "relative_energy_ev": 2.114, "gap_ev": 9.2, "homo_energy_ev": -8.85, "e_tot_ha": -526.4488, "species": ["C", "C", "C", "C", "C", "C", "H", "H", "H", "H", "H", "H", "N", "N", "N", "N", "O"], "xyz": [[-2.52917, -0.87859, 0.07802], [-1.44022, 0.23583, -0.01080], [-0.51250, 2.15754, -0.14632], [0.50262, 1.23382, -0.14716], [1.95253, 1.16145, 0.06872], [0.39556, -1.30954, -0.05296], [-3.55726, -0.36124, 0.25699], [-2.57094, -1.35310, 1.02405], [-2.73824, -1.58929, -0.84276], [-0.31348, 3.27876, 0.10351], [2.65493, 1.92457, 0.32407], [2.35488, -1.98147, -0.10834], [-1.73970, 1.53292, 0.02434], [2.51666, -0.01444, 0.19740], [1.81365, -1.17751, -0.16399], [-0.18096, -0.04249, 0.00702], [-0.36378, -2.20132, 0.00650]], "mulliken_charge": [-1.0074, 0.7862, -0.2963, 0.2920, -0.3416, 0.3946, 0.3309, 0.3137, 0.2481, 0.2853, 0.4310, 0.2520, -0.6672, -0.6461, 0.0813, 0.0687, -0.5251]}



# 4
{"formula": "C6H6N5", "method": "ωB97M-V/def2-TZVPD", "gap_ev": [8.5, 6.7], "charge": 1, "multiplicity": 3, "homo_energy_ev": [-13.89, -14.17], "e_tot_ha": -505.4951, "s_squared": 2.01, "species": ["C", "C", "C", "C", "C", "C", "N", "N", "N", "N", "N", "H", "H", "H", "H", "H", "H"], "xyz": [[1.75384, -2.64810, 0.31589], [0.83728, -2.95482, 1.23546], [1.31692, -1.25603, -0.10486], [-1.97378, 3.15613, -0.82013], [-2.07005, 1.81862, -0.37859], [-0.19805, 2.59992, -0.16399], [0.10771, -1.80790, 1.57620], [-0.62061, 3.58056, -0.83936], [-0.78112, 1.41851, -0.02126], [0.35178, -0.86253, 0.83347], [1.66583, -0.49337, -1.03343], [2.57692, -3.24951, -0.03898], [0.78239, -3.92436, 1.70392], [-2.73046, 3.84023, -0.95952], [-2.88735, 1.19928, -0.06782], [-0.50840, 0.34254, 0.43678], [2.37713, -0.75916, -1.67380]], "mulliken_charge": [-0.3097, -0.3557, 0.6285, -0.3545, -0.0570, 0.3915, -0.7149, -0.3687, 0.0303, 0.1994, -0.4488, 0.3511, 0.4158, 0.4242, 0.4054, 0.4975, 0.2653]}



# 5
{"formula": "C6H6NO3", "method": "ωB97M-V/def2-TZVPD", "relative_energy_ev": 2.671, "gap_ev": 8.5, "charge": -1, "homo_energy_ev": -4.78, "e_tot_ha": -512.6809, "species": ["C", "C", "C", "C", "C", "C", "N", "O", "O", "O", "H", "H", "H", "H", "H", "H"], "xyz": [[2.18034, -0.27761, 0.42264], [0.89499, 1.89320, 0.68289], [0.80431, 0.16542, 0.42057], [-0.48590, -0.50207, -0.01132], [-1.56489, 0.53491, -0.19369], [-0.38996, -1.67444, -0.97858], [3.28130, -0.58701, 0.64391], [0.72497, 2.16136, 1.81832], [1.09711, 2.47113, -0.35830], [-0.22903, -0.83115, 1.34602], [-1.69773, 0.79618, 0.92196], [-2.47829, 0.13182, -0.49335], [-1.04311, 1.29077, -0.78675], [0.51476, -1.54269, -1.56929], [-1.36185, -1.52072, -1.59840], [-0.24703, -2.50912, -0.26663]], "mulliken_charge": [-0.1145, 0.3978, 0.1146, 1.8585, -1.6095, -1.3374, -0.5760, -0.5999, -0.6410, -0.6094, 0.2935, 0.5821, 0.2958, 0.2997, 0.3136, 0.3321]}



# 6
{"formula": "C6H6NOS", "method": "ωB97M-V/def2-TZVPD", "relative_energy_ev": 5.093, "gap_ev": 6.6, "charge": -1, "homo_energy_ev": -2.97, "e_tot_ha": -760.2503, "species": ["C", "C", "C", "C", "C", "C", "N", "O", "S", "H", "H", "H", "H", "H", "H"], "xyz": [[0.63929, -1.47328, 0.83535], [-0.65677, -0.91728, 0.70976], [1.70646, -0.92850, 0.27946], [-0.93120, 0.23744, 0.13375], [0.98301, 1.06098, -0.93631], [-2.15248, 0.93080, -0.24098], [1.87404, 0.20236, -0.51308], [3.12490, 0.37189, -0.79854], [0.77793, 2.48312, -1.66621], [0.81102, -2.32045, 1.34878], [-1.44101, -1.63612, 1.26683], [2.63952, -1.52215, 0.43357], [-3.03593, 0.36160, -0.16372], [-2.17622, 1.70969, 0.59765], [-2.16257, 1.43989, -1.28632]], "mulliken_charge": [-0.6023, 0.0782, -0.1393, -0.1220, -0.0351, -1.0647, 0.5084, -0.8255, -0.3999, 0.4475, 0.0869, 0.2604, 0.3847, 0.2097, 0.2129]}